[1]
Entry from the OMol25 dataset: C21H37CaCl7F3N5NaO15PS as an isolated structure (ωB97M-V/def2-TZVPD).

Geometry as ORCA input:
```
! wB97M-V def2-TZVPD RIJCOSX def2/J DEFGRID3
* xyz 0 1
C -1.75 -3.19 2.74
C -1.19 -1.95 2.55
C -0.69 -1.37 1.24
C -1.02 -2.11 0.01
C -2.25 -2.59 -0.40
N -2.09 -3.22 -1.60
N -3.20 -3.78 -2.21
C -0.74 -3.17 -1.98
C -0.12 -3.78 -3.27
C -0.70 -5.19 -3.57
O -0.02 -5.92 -4.26
N -0.05 -2.43 -0.97
S 1.54 -1.92 -0.76
O 2.22 -2.61 0.38
O 1.48 -0.51 -0.38
C 2.60 -1.98 -2.29
F 1.97 -1.60 -3.39
F 3.16 -3.18 -2.38
F 3.56 -1.12 -2.07
H -2.79 -3.35 2.44
H -1.25 -4.03 3.22
H -1.03 -1.31 3.43
H -0.96 -0.28 1.19
H 0.43 -1.41 1.30
H -3.16 -2.48 0.17
H -3.29 -4.77 -2.01
H -3.16 -3.65 -3.22
H 0.96 -3.92 -3.25
H -0.45 -3.17 -4.13
H -1.65 -5.54 -3.15
C 0.52 2.38 -1.59
O -0.70 2.38 -2.30
C -1.15 1.06 -2.54
C -2.64 1.03 -2.78
O -3.41 1.09 -1.58
C -3.46 2.36 -0.92
C -4.33 3.37 -1.63
O -3.64 3.95 -2.72
C -4.51 4.51 -3.67
H 1.30 1.87 -2.16
H 0.82 3.41 -1.42
H 0.38 1.88 -0.62
H -0.91 0.41 -1.69
H -0.63 0.69 -3.44
H -2.89 0.06 -3.22
H -2.95 1.80 -3.48
H -2.46 2.75 -0.74
H -3.91 2.16 0.05
H -4.59 4.18 -0.93
H -5.25 2.88 -1.98
H -5.18 3.75 -4.09
H -3.91 4.93 -4.48
H -5.11 5.32 -3.22
O 5.77 -3.60 -1.09
P 6.63 -2.64 -1.90
O 8.10 -2.94 -1.61
O 6.29 -1.21 -1.47
O 6.34 -2.80 -3.39
Na 1.21 0.36 1.86
C 1.50 2.73 5.59
O 1.35 2.56 4.38
N 1.92 1.74 6.42
N 1.27 3.93 6.19
H 2.05 1.86 7.41
H 2.11 0.84 6.02
H 0.96 4.68 5.61
H 1.39 4.08 7.17
Ca 0.89 -4.59 -0.67
C -6.00 -3.56 -5.39
Cl -6.25 -3.42 -3.65
Cl -4.27 -3.67 -5.77
Cl -6.87 -4.95 -6.04
H -6.39 -2.66 -5.87
O 6.90 1.75 -1.39
H 6.93 0.78 -1.48
H 6.14 2.01 -1.91
C 6.94 0.97 5.73
C 6.11 2.23 5.82
O 4.84 1.73 6.27
C 5.07 0.56 6.90
O 4.24 -0.03 7.53
O 6.34 0.14 6.73
H 7.99 1.14 5.96
H 6.86 0.48 4.76
H 6.49 2.94 6.56
H 6.01 2.74 4.86
C -7.05 3.97 1.73
Cl -7.53 3.38 0.14
Cl -6.99 2.63 2.89
Cl -5.49 4.80 1.66
H -7.80 4.67 2.07
Cl 8.24 3.68 -0.85
*
```

Results
- E (eV) = -199310.865
- energy relative to the best compared isomer or geometry (same formula, charge and spin) (kJ/mol) = 0.00
- LUMO energy (eV) = -3.038
- HOMO energy (eV) = -4.40

[2]
Entry from the OMol25 dataset: one molecule with the formula C2H3N3S2 (ωB97M-V/def2-TZVPD).

Geometry as ORCA input:
```
! wB97M-V def2-TZVPD RIJCOSX def2/J DEFGRID3
* xyz 0 1
S 2.87 -0.74 0.59
S 1.89 0.97 -0.23
N 0.25 0.35 -0.17
C -0.81 0.84 0.42
C -1.78 -0.01 0.06
N -1.26 -0.97 -0.69
N 0.00 -0.73 -0.75
H 2.56 -1.58 -0.28
H -0.92 1.88 0.77
H -2.81 -0.02 0.29
*
```

Results
- E (eV) = -28261.150
- SMILES string = SSn1ccnn1
- energy relative to the best compared isomer or geometry (same formula, charge and spin) (kJ/mol) = 156.18
- LUMO energy (eV) = -0.300
- HOMO energy (eV) = -9.80

[3]
Entry from the OMol25 dataset: one molecule with the formula C3H5Cl2NS (ωB97M-V/def2-TZVPD).

Geometry as ORCA input:
```
! wB97M-V def2-TZVPD RIJCOSX def2/J DEFGRID3
* xyz 0 1
Cl 2.14 -1.26 0.09
C 0.68 -0.43 0.58
C 0.82 1.07 0.42
S -0.87 1.58 0.29
N -0.99 0.39 -1.05
C -0.48 -0.84 -0.54
Cl -1.81 -1.58 0.32
H 0.34 -0.75 1.54
H 1.09 1.42 1.40
H 1.22 1.55 -0.40
H -1.98 0.25 -1.23
H -0.16 -1.41 -1.42
*
```

Results
- E (eV) = -40561.237
- SMILES string = Cl[C@H]1CSN[C@@H]1Cl
- energy relative to the best compared isomer or geometry (same formula, charge and spin) (kJ/mol) = 103.36
- LUMO energy (eV) = 0.641
- HOMO energy (eV) = -8.69

[4]
Entry from the OMol25 dataset: C46H49F3GeN4O6RbS as an isolated structure (ωB97M-V/def2-TZVPD).

Geometry as ORCA input:
```
! wB97M-V def2-TZVPD RIJCOSX def2/J DEFGRID3
* xyz 0 2
Rb 0.53 0.91 0.73
C -2.56 -2.85 0.70
O -1.79 -2.56 -0.46
C -2.26 -1.41 -1.11
C -1.41 -1.10 -2.31
O -0.15 -0.57 -1.90
C 0.59 0.00 -2.98
C 0.07 1.37 -3.33
O 0.29 2.33 -2.31
C 1.61 2.87 -2.32
H -3.62 -2.96 0.44
H -2.45 -2.06 1.45
H -2.19 -3.78 1.12
H -2.26 -0.55 -0.43
H -3.30 -1.57 -1.45
H -1.95 -0.37 -2.91
H -1.25 -2.00 -2.92
H 0.55 -0.65 -3.86
H 1.62 0.05 -2.64
H -1.01 1.34 -3.48
H 0.52 1.70 -4.28
H 1.82 3.37 -3.27
H 2.37 2.11 -2.13
H 1.66 3.60 -1.51
N -4.41 0.33 2.71
C -4.91 0.97 1.60
C -3.82 1.32 0.86
N -2.67 0.89 1.48
C -3.05 0.31 2.59
C -2.12 -0.25 3.57
N -0.81 -0.21 3.43
C -0.29 -0.78 4.57
C -1.30 -1.17 5.41
N -2.46 -0.82 4.76
H -4.96 -0.04 3.45
H -5.97 1.13 1.46
H -3.79 1.84 -0.09
H 0.78 -0.88 4.72
H -1.29 -1.64 6.38
H -3.38 -1.00 5.10
C 0.07 -5.30 2.99
C 0.36 -5.83 1.74
C 0.94 -5.03 0.75
C 1.23 -3.68 1.01
C 0.94 -3.17 2.27
C 0.36 -3.96 3.26
Ge 2.14 -2.53 -0.32
C 2.03 -3.50 -2.05
C 3.16 -3.79 -2.82
C 3.06 -4.49 -4.02
C 1.82 -4.93 -4.47
C 0.68 -4.65 -3.72
C 0.79 -3.95 -2.53
C 4.05 -2.71 0.20
C 5.08 -2.14 -0.56
C 6.41 -2.24 -0.16
C 6.74 -2.90 1.02
C 5.73 -3.47 1.79
C 4.40 -3.38 1.38
H -0.38 -5.92 3.76
H 0.14 -6.87 1.53
H 1.16 -5.46 -0.21
H 1.17 -2.13 2.48
H 0.14 -3.54 4.23
H 4.14 -3.47 -2.48
H 3.95 -4.71 -4.59
H 1.74 -5.48 -5.40
H -0.29 -5.00 -4.06
H -0.10 -3.76 -1.93
H 4.85 -1.59 -1.46
H 7.19 -1.79 -0.76
H 7.77 -2.97 1.34
H 5.97 -3.99 2.71
H 3.63 -3.84 1.99
O -0.30 3.18 1.43
S -1.39 3.94 2.12
C -1.37 3.37 3.86
C -0.10 3.58 4.62
C -0.04 4.52 5.65
C 1.14 4.73 6.36
C 2.28 4.00 6.02
C 2.23 3.06 5.00
C 1.04 2.84 4.32
C -0.77 5.68 2.35
C 0.69 5.85 2.04
C 1.60 6.18 3.04
C 2.95 6.32 2.76
C 3.41 6.14 1.47
C 2.52 5.83 0.45
C 1.17 5.69 0.74
H -1.57 2.31 3.72
H -2.23 3.85 4.33
H -0.92 5.09 5.91
H 1.17 5.45 7.16
H 3.21 4.17 6.57
H 3.11 2.49 4.74
H 1.00 2.07 3.56
H -1.01 5.98 3.37
H -1.39 6.26 1.66
H 1.24 6.31 4.06
H 3.64 6.57 3.56
H 4.47 6.23 1.25
H 2.88 5.69 -0.56
H 0.47 5.45 -0.06
F 4.07 2.67 0.04
C 4.21 1.60 0.85
F 5.48 1.19 0.76
F 4.00 2.03 2.11
C 3.21 0.47 0.44
O 2.66 -0.13 1.39
O 3.03 0.34 -0.79
*
```

Results
- E (eV) = -142901.196
- energy relative to the best compared isomer or geometry (same formula, charge and spin) (kJ/mol) = 98.79
- <S²> = 0.7532
- LUMO energy (spin up / spin down) (eV) = -0.482 / -0.482
- HOMO energy (spin up / spin down) (eV) = -6.11 / -8.24

[5]
Entry from the OMol25 dataset: a 2-piece molecular cluster, C9H14O overall (ωB97M-V/def2-TZVPD).

Geometry as ORCA input:
```
! wB97M-V def2-TZVPD RIJCOSX def2/J DEFGRID3
* xyz 0 1
C -0.87 -2.84 0.10
C -1.13 -1.37 0.23
C -1.07 -0.73 1.46
C -1.29 0.64 1.59
C -1.56 1.38 0.46
O -1.73 2.74 0.48
C -1.70 0.75 -0.77
C -1.50 -0.62 -0.88
H -1.16 -3.40 1.00
H 0.17 -3.08 -0.13
H -1.46 -3.29 -0.71
H -0.87 -1.31 2.35
H -1.18 1.13 2.54
H -1.37 3.11 1.32
H -1.95 1.32 -1.65
H -1.60 -1.10 -1.84
C 2.19 0.32 -1.15
C 2.86 1.34 -0.22
H 1.46 -0.35 -0.69
H 1.64 0.86 -1.93
H 2.93 -0.29 -1.66
H 2.50 1.27 0.81
H 2.75 2.37 -0.55
H 3.94 1.16 -0.16
*
```

Results
- E (eV) = -11607.441
- SMILES string = Cc1ccc(O)cc1.CC
- energy relative to the best compared isomer or geometry (same formula, charge and spin) (kJ/mol) = 18.86
- LUMO energy (eV) = 0.841
- HOMO energy (eV) = -8.45

[6]
Entry from the OMol25 dataset: a 2-piece molecular cluster, C3H9O2P overall (ωB97M-V/def2-TZVPD).

Geometry as ORCA input:
```
! wB97M-V def2-TZVPD RIJCOSX def2/J DEFGRID3
* xyz 0 1
C -0.81 -1.38 -0.45
C -1.42 -0.20 0.42
C -0.54 0.94 0.05
O -0.52 1.95 0.91
O 0.01 1.14 -1.19
P 2.49 0.17 0.78
H -1.11 -2.30 0.07
H 0.33 -1.25 -0.52
H -1.22 -1.41 -1.37
H -1.23 -0.43 1.42
H -2.48 -0.27 0.05
H 0.20 2.55 0.71
H 0.91 1.43 -1.30
H 2.20 -1.18 0.75
H 3.20 0.24 -0.33
*
```

Results
- E (eV) = -16636.315
- energy relative to the best compared isomer or geometry (same formula, charge and spin) (kJ/mol) = 453.94
- LUMO energy (spin up / spin down) (eV) = -1.078 / 0.508
- HOMO energy (spin up / spin down) (eV) = -6.30 / -7.51

[7]
Entry from the OMol25 dataset: one molecule with the formula C26H29FN4O3 (ωB97M-V/def2-TZVPD).

Geometry as ORCA input:
```
! wB97M-V def2-TZVPD RIJCOSX def2/J DEFGRID3
* xyz 0 1
C -6.05 -3.98 -0.75
C -5.22 -3.00 -1.58
N -4.27 -2.30 -0.77
C -2.98 -2.65 -0.58
C -2.34 -1.78 0.27
C -0.94 -1.82 0.58
C -0.11 -0.77 0.75
N -0.52 0.57 0.55
C -1.27 1.00 -0.50
O -1.57 0.30 -1.44
C -1.70 2.43 -0.40
C -3.00 2.75 -0.79
C -3.46 4.05 -0.72
C -2.62 5.06 -0.28
C -1.32 4.77 0.09
C -0.88 3.46 0.03
F 0.40 3.20 0.39
C 1.31 -1.00 1.08
O 1.72 -2.07 1.50
N 2.12 0.08 0.93
C 3.55 -0.02 1.09
C 4.26 -0.20 -0.25
N 5.70 -0.03 -0.12
C 6.34 0.20 -1.41
C 7.83 0.48 -1.18
O 8.46 -0.59 -0.52
C 7.83 -0.85 0.71
C 6.34 -1.16 0.53
C -3.34 -0.84 0.68
C -3.37 0.23 1.58
C -4.54 0.94 1.74
C -5.69 0.60 1.03
C -5.71 -0.47 0.17
C -4.53 -1.19 0.00
H -5.40 -4.72 -0.28
H -6.59 -3.46 0.03
H -6.77 -4.50 -1.39
H -5.88 -2.27 -2.06
H -4.68 -3.54 -2.36
H -2.55 -3.49 -1.11
H -0.47 -2.80 0.64
H -0.25 1.23 1.26
H -3.63 1.95 -1.14
H -4.47 4.28 -1.02
H -2.97 6.08 -0.23
H -0.64 5.54 0.43
H 1.78 0.88 0.41
H 3.92 0.89 1.58
H 3.72 -0.87 1.74
H 3.99 -1.18 -0.68
H 3.90 0.57 -0.94
H 5.88 1.07 -1.88
H 6.24 -0.67 -2.08
H 8.35 0.61 -2.13
H 7.93 1.40 -0.57
H 8.35 -1.71 1.15
H 7.93 0.02 1.37
H 5.89 -1.32 1.51
H 6.23 -2.08 -0.07
H -2.49 0.47 2.17
H -4.57 1.77 2.43
H -6.58 1.19 1.17
H -6.61 -0.74 -0.36
*
```

Results
- E (eV) = -42253.770
- SMILES string = CCn1cc(/C=C(\NC(=O)c2ccccc2F)C(=O)NCCN2CCOCC2)c2ccccc21
- energy relative to the best compared isomer or geometry (same formula, charge and spin) (kJ/mol) = 25.23
- LUMO energy (eV) = 0.474
- HOMO energy (eV) = -7.65

[8]
Entry from the OMol25 dataset: C6H16O10SZn as an isolated structure (ωB97M-V/def2-TZVPD).

Geometry as ORCA input:
```
! wB97M-V def2-TZVPD RIJCOSX def2/J DEFGRID3
* xyz -2 1
Zn -0.93 0.02 0.38
S -2.93 1.64 -0.10
O -2.69 0.34 -0.71
O -2.85 2.66 -1.09
O -4.11 1.56 0.72
O -1.83 1.72 0.84
O -1.74 -0.93 2.02
C -1.26 -2.27 1.77
C -0.68 -2.64 0.44
O 0.07 -1.66 -0.23
H -2.10 -2.96 1.90
H -0.48 -2.48 2.51
H -1.38 -3.23 -0.16
H -0.03 -3.46 0.75
C 2.95 -0.81 1.52
C 2.37 0.61 1.70
O 0.97 0.55 1.94
O 2.92 -1.18 0.17
H 2.46 -1.59 2.10
H 4.00 -0.81 1.81
H 2.51 1.21 0.80
H 2.95 1.10 2.48
H 1.02 0.50 2.90
H 2.05 -1.52 -0.06
C -0.43 1.17 -3.23
C 0.69 1.23 -2.20
O 0.12 1.23 -0.91
O -1.37 2.25 -3.23
H -1.02 0.26 -3.14
H -0.07 0.95 -4.24
H 1.44 2.02 -2.24
H 1.25 0.29 -2.16
H 0.03 2.14 -0.60
H -1.91 2.10 -2.45
*
```

Results
- E (eV) = -86209.181
- energy relative to the best compared isomer or geometry (same formula, charge and spin) (kJ/mol) = 63.88
- LUMO energy (eV) = 5.035
- HOMO energy (eV) = -0.73

[9]
Entry from the OMol25 dataset: C33H27ClN4O5S3Tc as an isolated structure (ωB97M-V/def2-TZVPD).

Geometry as ORCA input:
```
! wB97M-V def2-TZVPD RIJCOSX def2/J DEFGRID3
* xyz 0 2
Tc 0.64 0.49 -0.10
Cl 4.69 5.32 3.38
C 3.84 3.91 2.79
C 3.19 3.07 3.70
C 2.52 1.96 3.26
C 2.43 1.67 1.89
O 1.81 0.57 1.51
C 3.08 2.53 0.98
C 3.05 2.29 -0.42
N 2.27 1.45 -1.00
C 2.34 1.19 -2.39
C 2.87 2.00 -3.35
C 2.88 1.59 -4.70
C 2.37 0.39 -5.07
C 1.77 -0.46 -4.11
C 1.17 -1.70 -4.42
C 0.57 -2.42 -3.42
C 0.57 -1.91 -2.11
N 1.13 -0.77 -1.78
C 1.75 -0.04 -2.77
C 3.81 3.64 1.46
H 3.24 3.30 4.76
H 2.01 1.30 3.95
H 3.78 2.83 -1.03
H 3.25 2.98 -3.08
H 3.30 2.26 -5.45
H 2.39 0.07 -6.11
H 1.18 -2.05 -5.44
H 0.10 -3.37 -3.62
H 0.09 -2.46 -1.31
H 4.30 4.30 0.75
C -3.23 -0.57 1.88
C -2.20 -0.01 0.93
N -0.97 -0.42 0.98
N -0.71 -1.28 2.04
C 0.41 -1.90 2.01
S 1.58 -1.97 0.77
S 0.79 -2.93 3.42
C -0.78 -3.85 3.54
C -0.95 -4.81 2.40
C -0.33 -6.06 2.43
C -0.42 -6.92 1.35
C -1.13 -6.54 0.22
C -1.75 -5.30 0.18
C -1.65 -4.44 1.26
C -2.68 0.96 -0.07
C -3.94 1.56 0.11
C -4.51 2.36 -0.85
C -3.83 2.56 -2.06
C -2.58 2.03 -2.24
C -1.96 1.28 -1.23
O -0.73 0.86 -1.46
H -2.92 -1.54 2.26
H -4.19 -0.66 1.40
H -3.32 0.10 2.75
H -1.58 -3.11 3.58
H -0.72 -4.36 4.50
H 0.23 -6.36 3.31
H 0.07 -7.89 1.39
H -1.20 -7.21 -0.63
H -2.32 -5.01 -0.70
H -2.13 -3.47 1.22
H -4.47 1.40 1.04
H -5.47 2.83 -0.68
H -4.29 3.16 -2.84
H -2.02 2.19 -3.15
C -1.66 4.24 0.50
S 0.01 3.69 0.53
O 0.58 3.89 -0.79
O 0.65 4.37 1.62
O -0.12 2.20 0.85
H -1.64 5.31 0.65
H -2.21 3.74 1.30
H -2.09 3.99 -0.47
*
```

Results
- E (eV) = -98085.370
- energy relative to the best compared isomer or geometry (same formula, charge and spin) (kJ/mol) = 54.73
- <S²> = 0.8539
- LUMO energy (spin up / spin down) (eV) = -1.380 / -1.172
- HOMO energy (spin up / spin down) (eV) = -7.63 / -7.56

[10]
Entry from the OMol25 dataset: one molecule with the formula C3H5FS (ωB97M-V/def2-TZVPD).

Geometry as ORCA input:
```
! wB97M-V def2-TZVPD RIJCOSX def2/J DEFGRID3
* xyz 0 1
C -1.69 -0.92 -0.42
C -0.91 -0.01 0.35
F -1.19 1.36 -0.10
C 0.50 -0.31 0.66
S 1.85 0.00 -0.25
H -2.70 -0.82 -0.45
H -1.25 -1.11 -1.43
H -1.76 -1.83 0.14
H -1.20 0.05 1.45
H 0.58 -0.94 1.69
*
```

Results
- E (eV) = -16742.677
- SMILES string = C[C@H](F)C=S
- energy relative to the best compared isomer or geometry (same formula, charge and spin) (kJ/mol) = 144.35
- LUMO energy (eV) = -0.816
- HOMO energy (eV) = -9.15

[11]
Entry from the OMol25 dataset: a 2-piece molecular cluster, FHN6 overall (ωB97M-V/def2-TZVPD).

Geometry as ORCA input:
```
! wB97M-V def2-TZVPD RIJCOSX def2/J DEFGRID3
* xyz 0 1
N -0.07 1.29 -1.59
N -0.86 1.39 1.76
N -0.31 0.20 -1.57
N -0.12 0.55 1.65
N -0.59 -0.88 -1.94
N 0.63 -0.31 1.21
F 1.72 -0.47 1.99
H -0.40 -1.78 -1.51
*
```

Results
- E (eV) = -11667.585
- energy relative to the best compared isomer or geometry (same formula, charge and spin) (kJ/mol) = 20.45
- LUMO energy (eV) = -0.460
- HOMO energy (eV) = -10.14

[12]
Entry from the OMol25 dataset: one molecule with the formula C4H8O2 (ωB97M-V/def2-TZVPD).

Geometry as ORCA input:
```
! wB97M-V def2-TZVPD RIJCOSX def2/J DEFGRID3
* xyz 0 1
O -0.82 1.53 1.02
C -0.71 0.69 -0.12
C -0.97 -0.77 0.23
C 0.37 -1.15 0.85
O 1.34 -0.61 -0.03
C 0.86 0.64 -0.48
H 0.11 1.73 0.94
H -1.32 1.09 -0.93
H -1.81 -0.91 0.91
H -1.14 -1.32 -0.69
H 0.46 -0.71 1.86
H 0.54 -2.23 0.91
H 1.00 0.75 -1.56
H 1.52 1.43 -0.03
*
```

Results
- E (eV) = -8371.467
- SMILES string = O[C@@H]1CCOC1
- energy relative to the best compared isomer or geometry (same formula, charge and spin) (kJ/mol) = 175.10
- LUMO energy (eV) = 0.980
- HOMO energy (eV) = -10.00

[13]
Entry from the OMol25 dataset: an isolated ion of composition C10H13N2O and charge +1 (ωB97M-V/def2-TZVPD).

Geometry as ORCA input:
```
! wB97M-V def2-TZVPD RIJCOSX def2/J DEFGRID3
* xyz 1 1
C -3.44 0.83 -0.99
C -2.30 0.40 0.03
C -1.18 1.34 0.24
O -0.94 2.52 0.16
C -0.21 0.14 0.68
C 1.19 0.09 0.34
C 1.99 1.17 0.13
C 3.36 1.14 -0.20
C 3.95 -0.13 -0.21
C 3.17 -1.22 -0.14
N 1.82 -1.16 0.19
C -1.39 -0.79 -0.12
N -1.65 -1.98 0.49
H -3.20 0.54 -2.13
H -3.46 1.86 -0.95
H -4.42 0.40 -0.67
H -2.76 0.26 1.05
H -0.38 -0.09 1.73
H 1.50 2.15 0.31
H 3.80 2.12 -0.31
H 4.99 -0.03 -0.45
H 3.59 -2.18 0.02
H 1.46 -1.99 0.64
H -1.02 -1.01 -1.10
H -2.11 -2.60 -0.10
H -2.37 -1.75 1.34
*
```

Results
- E (eV) = -15599.935
- SMILES string = C[C@@H]1C(=O)[C@H](c2cccc[nH+]2)[C@H]1N
- energy relative to the best compared isomer or geometry (same formula, charge and spin) (kJ/mol) = 324.42
- LUMO energy (eV) = -4.770
- HOMO energy (eV) = -12.77